#a
Entry from OMol25: an isolated molecule of C22H23N3O4 (ωB97M-V with the def2-TZVPD basis set).

Cartesian coordinates (Å):
O: -2.5659 0.6243 -3.1816
C: -1.7907 0.1125 -2.3778
C: -1.1553 0.7791 -1.2707
C: -1.2703 2.1323 -1.1044
O: -2.0404 2.8478 -1.9103
H: -2.4550 2.2368 -2.5809
C: -0.5146 2.8993 -0.1036
C: 0.0692 4.1053 -0.4873
C: 0.8263 4.8287 0.4140
C: 0.9902 4.3679 1.7100
C: 0.3844 3.1866 2.1054
C: -0.3616 2.4500 1.2054
H: -0.8457 1.5417 1.5235
H: 0.4962 2.8347 3.1196
H: 1.5822 4.9341 2.4136
H: 1.2874 5.7552 0.1059
H: -0.0663 4.4574 -1.4985
C: -0.2495 -0.1898 -0.5633
N: -0.3918 -1.3927 -1.3593
C: -1.2813 -1.3168 -2.3780
O: -1.5736 -2.2213 -3.1298
C: 0.2561 -2.6160 -0.9719
H: 0.2421 -3.2753 -1.8437
H: 1.2914 -2.3937 -0.6997
C: -0.4730 -3.3157 0.1866
N: -0.4856 -2.4873 1.3792
C: 0.7440 -2.5185 2.1585
C: 0.8517 -3.7725 3.0363
O: -0.2744 -3.9125 3.8766
C: -1.4677 -3.9578 3.1229
C: -1.6189 -2.6952 2.2660
H: -1.6711 -1.8276 2.9323
H: -2.5376 -2.7430 1.6791
H: -1.4716 -4.8518 2.4793
H: -2.2802 -4.0368 3.8468
H: 0.9563 -4.6700 2.4057
H: 1.7167 -3.7057 3.6979
H: 0.7433 -1.6320 2.7992
H: 1.6026 -2.4539 1.4905
H: -1.5065 -3.4847 -0.1242
H: 0.0004 -4.2968 0.3403
C: 1.1797 0.3057 -0.5367
N: 1.7348 0.4393 0.6584
C: 2.9671 0.9101 0.7321
C: 3.7137 1.2675 -0.3791
C: 3.1391 1.1099 -1.6314
C: 1.8476 0.6201 -1.7156
H: 1.3612 0.4816 -2.6692
H: 3.6873 1.3670 -2.5259
H: 4.7152 1.6526 -0.2697
H: 3.3690 1.0017 1.7325
H: -0.5497 -0.4137 0.4674

Values from the calculation:
SMILES = O=C1C(=O)N(CCN2CCOCC2)[C@@H](c2ccccn2)/C1=C(/O)c1ccccc1
Frontier orbital gap = 7.891 eV
HOMO energy = -8.29 eV
Net charge = 0



#b
Entry from OMol25: an isolated molecule of C22H23N3O4 (ωB97M-V with the def2-TZVPD basis set).

Cartesian coordinates (Å):
C: 0.9534 -0.1531 -3.3748
N: 0.0158 0.2404 -2.3514
C: 0.0934 1.4109 -1.6818
O: -0.7076 1.7077 -0.8117
C: 1.2443 2.3393 -2.0577
H: 1.0296 2.8429 -3.0019
H: 2.1578 1.7548 -2.1610
C: 1.4360 3.3638 -0.9345
C: 1.5370 2.6157 0.3430
N: 2.2218 1.5399 0.5569
N: 1.9208 1.1228 1.8086
C: 1.0737 1.9683 2.2923
O: 0.7998 2.9581 1.4150
C: 0.3181 1.8634 3.5643
C: -1.0561 1.3623 3.1808
C: -2.1518 2.2074 3.1977
C: -3.4076 1.7890 2.7624
C: -3.5101 0.5023 2.2977
C: -2.4077 -0.3539 2.2750
C: -1.1731 0.0490 2.7135
H: -0.3205 -0.6096 2.6871
O: -2.7883 -1.5695 1.7672
C: -4.1571 -1.4435 1.4504
O: -4.6079 -0.1564 1.8080
H: -4.3005 -1.5965 0.3674
H: -4.7349 -2.2028 2.0016
H: -4.2592 2.4478 2.7761
H: -2.0367 3.2206 3.5514
H: 0.2544 2.8392 4.0455
H: 0.8311 1.1551 4.2140
H: 0.5754 4.0291 -0.8642
H: 2.3390 3.9521 -1.1085
C: -0.9152 -0.7498 -1.8396
H: -1.8246 -0.2211 -1.5416
H: -1.1518 -1.4549 -2.6386
C: -0.3428 -1.4819 -0.6152
C: 0.9030 -2.2462 -0.9579
C: 2.1549 -1.7567 -0.6054
C: 3.3013 -2.4475 -0.9600
C: 3.2114 -3.6323 -1.6706
C: 1.9672 -4.1288 -2.0214
C: 0.8218 -3.4395 -1.6662
H: -0.1485 -3.8346 -1.9354
H: 1.8897 -5.0566 -2.5703
H: 4.1065 -4.1707 -1.9466
H: 4.2683 -2.0572 -0.6781
H: 2.2353 -0.8316 -0.0534
H: -1.1079 -2.1554 -0.2244
H: -0.1232 -0.7355 0.1485
H: 1.0711 0.6438 -4.1101
H: 0.5682 -1.0347 -3.8832
H: 1.9328 -0.4053 -2.9586

Values from the calculation:
SMILES = CN(CCc1ccccc1)C(=O)CCc1nnc(Cc2ccc3c(c2)OCO3)o1
Frontier orbital gap = 8.838 eV
HOMO energy = -8.06 eV
Net charge = 0



#c
Entry from OMol25: an isolated molecule of C22H23N3O4 (ωB97M-V with the def2-TZVPD basis set).

Cartesian coordinates (Å):
C: -5.0064 -1.0521 0.1781
N: -3.6753 -1.4646 0.5606
C: -3.2916 -0.9735 1.8643
H: -2.2484 -1.2227 2.0508
H: -3.3884 0.1117 1.8714
H: -3.9084 -1.3852 2.6770
C: -3.4128 -2.8707 0.3341
H: -2.7498 -3.2491 1.1147
C: -2.6922 -3.0228 -1.0278
N: -1.5702 -2.1300 -1.0491
C: -1.7888 -0.8159 -1.1051
C: -0.9431 0.1481 -0.5893
C: 0.1327 -0.2725 0.2850
N: 0.8181 0.7026 0.9829
C: 0.5851 2.0646 0.9042
O: 1.2169 2.8411 1.5978
C: -0.4405 2.4898 -0.0478
C: -0.6533 3.8607 -0.2021
C: -1.5858 4.3280 -1.0991
C: -2.3067 3.4159 -1.8627
C: -2.1052 2.0611 -1.7185
C: -1.1772 1.5585 -0.7959
H: -2.6678 1.3850 -2.3429
H: -3.0298 3.7729 -2.5821
H: -1.7509 5.3879 -1.2180
H: -0.0617 4.5332 0.4005
C: 1.8934 0.2649 1.8743
C: 3.2044 0.2112 1.1348
C: 4.0029 1.3425 1.0589
C: 5.2051 1.3448 0.3564
C: 5.5679 0.1745 -0.2640
C: 4.7642 -0.9640 -0.1987
C: 3.5786 -0.9726 0.4917
H: 2.9535 -1.8488 0.5299
O: 5.3593 -1.9810 -0.9036
C: 6.5618 -1.4468 -1.4101
O: 6.6869 -0.1001 -1.0099
H: 6.5568 -1.5052 -2.5110
H: 7.4156 -2.0270 -1.0227
H: 5.8264 2.2225 0.2995
H: 3.6768 2.2459 1.5503
H: 1.6243 -0.7237 2.2499
H: 1.9435 0.9879 2.6904
O: 0.4320 -1.4566 0.4716
H: -0.7601 -2.3665 -0.4634
H: -2.6754 -0.5149 -1.6448
H: -2.3511 -4.0489 -1.1694
H: -3.3769 -2.7565 -1.8376
H: -4.3284 -3.4752 0.3369
H: -5.2203 -1.4004 -0.8312
H: -5.0575 0.0361 0.1874
H: -5.7821 -1.4439 0.8536

Values from the calculation:
SMILES = CN(C)CCN/C=C1\C(=O)N(Cc2ccc3c(c2)OCO3)C(=O)c2ccccc21
Frontier orbital gap = 8.133 eV
HOMO energy = -7.66 eV
Net charge = 0



Quick ranking, most stable first: #c, #a, #b.